No. 1
# C34H41ClN4O3S2Si2TeTi

C34H41ClN4O3S2Si2TeTi as an isolated structure (the ωB97M-V functional and the def2-TZVPD basis, the Open Molecules 2025 dataset).

Properties
M in g mol⁻¹: 884.95
Net charge: +2
Energy above the lowest of the compared OMol25 structures with the same formula, charge and spin in kJ/mol: 0.0

Cartesian coordinates (Å):
1 Ti 0.366 0.884 -0.759
2 Cl -6.032 0.176 -4.260
3 C -4.553 0.591 -3.481
4 C -4.411 1.856 -2.898
5 C -3.237 2.216 -2.271
6 C -2.190 1.301 -2.202
7 O -1.045 1.640 -1.612
8 C -2.321 0.033 -2.790
9 C -1.222 -0.876 -2.815
10 N -0.115 -0.736 -2.150
11 C 0.933 -1.678 -2.317
12 C 0.829 -2.950 -2.822
13 C 1.967 -3.773 -2.930
14 C 3.195 -3.331 -2.528
15 C 3.331 -2.037 -1.976
16 C 4.562 -1.509 -1.525
17 C 4.609 -0.252 -0.985
18 C 3.425 0.482 -0.873
19 N 2.253 0.025 -1.296
20 C 2.191 -1.223 -1.861
21 C -3.519 -0.308 -3.443
22 H -5.236 2.554 -2.953
23 H -3.117 3.193 -1.823
24 H -1.337 -1.731 -3.476
25 H -0.126 -3.350 -3.138
26 H 1.854 -4.768 -3.340
27 H 4.071 -3.962 -2.620
28 H 5.459 -2.110 -1.611
29 H 5.534 0.181 -0.631
30 H 3.426 1.466 -0.422
31 H -3.628 -1.280 -3.909
32 O -2.468 2.029 2.013
33 C -1.913 3.134 2.597
34 C -2.571 3.793 3.627
35 C -2.034 4.945 4.176
36 C -0.841 5.463 3.695
37 C -0.189 4.813 2.664
38 C -0.701 3.638 2.113
39 C 0.027 2.986 1.011
40 O 0.056 1.654 0.973
41 N 0.636 3.677 0.119
42 N 1.235 2.821 -0.823
43 C 1.674 3.457 -1.870
44 S 2.366 2.602 -3.222
45 C 2.214 4.010 -4.360
46 C 2.482 5.268 -3.560
47 S 1.551 5.172 -2.002
48 H -3.353 1.906 2.381
49 H -3.516 3.405 3.993
50 H -2.558 5.445 4.981
51 H -0.426 6.365 4.122
52 H 0.743 5.201 2.270
53 H 1.213 4.006 -4.787
54 H 2.947 3.869 -5.152
55 H 2.137 6.154 -4.091
56 H 3.540 5.382 -3.331
57 C 1.623 -0.730 5.254
58 Si 1.563 -0.885 3.396
59 C 2.529 0.499 2.592
60 C 2.280 -2.522 2.831
61 C -0.282 -0.766 2.939
62 Te -0.955 -0.976 0.934
63 C -0.499 -3.037 0.647
64 Si -2.085 -4.085 0.484
65 C -2.935 -3.478 -1.078
66 C -1.564 -5.869 0.315
67 C -3.155 -3.809 1.992
68 H 2.653 -0.776 5.618
69 H 1.067 -1.537 5.737
70 H 1.199 0.219 5.592
71 H 3.579 0.419 2.885
72 H 2.167 1.483 2.896
73 H 2.485 0.441 1.504
74 H 3.299 -2.615 3.219
75 H 2.343 -2.607 1.742
76 H 1.714 -3.378 3.211
77 H -0.693 0.199 3.243
78 H -0.846 -1.536 3.475
79 H 0.145 -3.345 1.473
80 H 0.096 -3.118 -0.265
81 H -2.298 -3.644 -1.956
82 H -3.184 -2.414 -1.024
83 H -3.869 -4.018 -1.255
84 H -0.855 -6.010 -0.505
85 H -2.429 -6.508 0.116
86 H -1.093 -6.233 1.231
87 H -3.471 -2.768 2.095
88 H -2.631 -4.101 2.906
89 H -4.063 -4.415 1.935



No. 2
# C34H41FN4O3TeTl

C34H41FN4O3TeTl as an isolated structure (the ωB97M-V functional and the def2-TZVPD basis, the Open Molecules 2025 dataset).

Properties
M in g mol⁻¹: 904.71
Net charge: +1
Energy above the lowest of the compared OMol25 structures with the same formula, charge and spin in kJ/mol: 149.4

Cartesian coordinates (Å):
1 Tl 1.599 1.356 1.634
2 C 1.528 -4.703 -3.126
3 C 0.682 -3.538 -3.721
4 N 0.365 -2.583 -2.657
5 C 1.344 -1.835 -2.187
6 C 1.413 -1.104 -1.068
7 C 2.843 -0.602 -0.740
8 O 3.730 -0.923 -1.518
9 O 2.968 0.081 0.300
10 C 0.214 -0.935 -0.289
11 O -0.054 -0.093 0.551
12 C -0.810 -1.982 -0.716
13 C -1.842 -2.129 0.218
14 C -2.888 -3.051 -0.040
15 F -3.956 -3.211 0.784
16 C -2.886 -3.694 -1.268
17 C -1.817 -3.559 -2.167
18 C -0.736 -2.762 -1.846
19 N -3.886 -4.689 -1.626
20 C -3.653 -6.009 -1.078
21 C -4.936 -6.844 -1.230
22 N -5.692 -6.369 -2.463
23 C -6.139 -4.938 -2.335
24 C -5.270 -4.267 -1.342
25 H 1.632 -5.564 -3.780
26 H 1.164 -4.957 -2.120
27 H 2.482 -4.256 -3.047
28 H -0.253 -3.910 -4.200
29 H 1.264 -2.996 -4.460
30 H 2.276 -1.806 -2.765
31 H -1.771 -1.551 1.123
32 H -1.890 -4.049 -3.113
33 H -3.297 -5.977 -0.006
34 H -2.871 -6.460 -1.669
35 H -5.664 -6.727 -0.457
36 H -4.786 -7.888 -1.383
37 H -6.479 -6.896 -2.742
38 H -4.973 -6.497 -3.188
39 H -7.194 -4.889 -2.034
40 H -6.109 -4.566 -3.360
41 H -5.597 -4.589 -0.362
42 H -5.346 -3.198 -1.410
43 Te 0.025 -0.620 3.990
44 C 0.890 0.666 5.265
45 C 2.182 0.424 5.839
46 C 2.702 1.345 6.711
47 C 1.963 2.457 7.088
48 C 0.707 2.684 6.483
49 C 0.187 1.784 5.608
50 H 2.677 -0.522 5.616
51 H 3.606 1.114 7.269
52 H 2.357 3.245 7.800
53 H 0.172 3.581 6.775
54 H -0.816 1.929 5.212
55 C 3.819 7.199 -0.443
56 C 3.623 5.742 -0.527
57 C 4.657 4.831 -0.833
58 C 4.389 3.461 -0.928
59 C 5.545 2.475 -1.227
60 C 3.101 3.056 -0.768
61 C 2.051 3.926 -0.421
62 C 2.348 5.273 -0.324
63 N 0.885 3.275 -0.136
64 C -0.336 3.972 0.326
65 C -1.453 2.935 0.657
66 C -0.842 4.809 -0.828
67 C -0.086 4.910 1.487
68 H 3.787 7.413 0.675
69 H 2.927 7.669 -0.907
70 H 4.737 7.614 -0.884
71 H 5.676 5.295 -0.967
72 H 6.006 2.156 -0.252
73 H 6.359 2.949 -1.795
74 H 5.196 1.595 -1.773
75 H 2.773 1.995 -0.896
76 H 1.618 5.968 -0.024
77 H -1.561 2.303 -0.219
78 H -2.361 3.577 0.892
79 H -1.095 2.248 1.387
80 H -0.940 4.213 -1.749
81 H -0.125 5.579 -1.090
82 H -1.874 5.219 -0.693
83 H 0.992 5.194 1.677
84 H -0.477 4.385 2.458
85 H -0.701 5.840 1.369